{"formula": "C30H46BrHfN3P2Se", "method": "ωB97M-V with the def2-TZVPD basis set", "species": ["C", "C", "C", "C", "N", "C", "C", "C", "C", "C", "C", "C", "C", "C", "Hf", "P", "H", "H", "H", "H", "H", "H", "H", "H", "C", "C", "H", "H", "H", "H", "H", "C", "C", "H", "H", "H", "H", "H", "C", "C", "H", "H", "H", "H", "H", "Br", "P", "C", "C", "H", "H", "H", "H", "H", "C", "C", "H", "H", "H", "H", "H", "C", "C", "H", "H", "H", "H", "H", "C", "N", "C", "C", "N", "C", "C", "Se", "H", "H", "H", "H", "H", "H", "H", "H"], "positions_angstrom": [[-1.617, 5.272, -2.324], [-1.965, 3.964, -2.674], [-2.089, 3.619, -4.023], [-1.905, 4.629, -4.986], [-1.596, 5.875, -4.634], [-1.453, 6.213, -3.357], [-2.076, 2.916, -1.626], [-1.202, 2.141, -0.916], [0.148, 1.688, -0.773], [1.026, 2.140, 0.240], [2.097, 1.358, 0.582], [2.017, -0.087, 0.235], [1.499, -0.246, -1.130], [0.572, 0.633, -1.602], [-3.150, 1.715, -0.337], [3.507, -1.205, 0.387], [-2.294, 2.589, -4.318], [-1.451, 5.545, -1.281], [-2.013, 4.407, -6.050], [-1.208, 7.252, -3.122], [0.069, 0.471, -2.560], [0.791, 3.095, 0.717], [1.834, -1.086, -1.738], [2.928, 1.719, 1.197], [2.904, -2.887, 0.708], [3.912, -4.045, 0.660], [2.094, -3.069, -0.017], [2.421, -2.836, 1.695], [3.806, -4.654, 1.565], [3.685, -4.698, -0.193], [4.961, -3.733, 0.580], [4.451, -1.285, -1.154], [4.804, 0.065, -1.777], [3.872, -1.899, -1.862], [5.357, -1.867, -0.925], [5.145, -0.097, -2.809], [3.938, 0.736, -1.816], [5.616, 0.552, -1.223], [4.424, -0.547, 1.778], [5.665, -1.349, 2.176], [3.706, -0.498, 2.611], [4.695, 0.489, 1.523], [6.240, -0.760, 2.900], [5.398, -2.297, 2.660], [6.323, -1.558, 1.321], [0.703, -0.751, 1.720], [-2.916, -0.611, -0.865], [-1.431, -1.703, -0.866], [-1.525, -3.219, -1.034], [-0.919, -1.470, 0.084], [-0.783, -1.295, -1.653], [-0.507, -3.614, -1.174], [-1.935, -3.718, -0.144], [-2.097, -3.512, -1.924], [-4.088, -1.546, 0.225], [-4.632, -2.891, -0.253], [-4.932, -0.869, 0.437], [-3.559, -1.679, 1.183], [-5.125, -3.407, 0.581], [-5.388, -2.772, -1.036], [-3.853, -3.571, -0.607], [-3.290, -0.647, -2.689], [-3.649, -2.001, -3.306], [-2.390, -0.258, -3.198], [-4.089, 0.086, -2.888], [-4.280, -1.856, -4.193], [-2.763, -2.545, -3.653], [-4.208, -2.643, -2.623], [0.326, 3.119, 3.582], [-0.384, 1.910, 3.947], [-0.026, 1.093, 5.004], [-0.928, 0.081, 5.048], [-1.827, 0.286, 4.016], [-2.951, -0.585, 3.734], [-1.497, 1.418, 3.324], [-2.549, 2.358, 2.064], [-0.315, 3.738, 2.944], [1.254, 2.876, 3.042], [0.591, 3.669, 4.498], [0.811, 1.323, 5.635], [-1.023, -0.745, 5.727], [-2.608, -1.517, 3.257], [-3.457, -0.842, 4.678], [-3.649, -0.066, 3.066]], "homo_ev": [-17.83, -17.83], "largest_force_ev_per_a": 5.345, "mol_weight_g_mol": 848.0, "homo_lumo_gap_ev": [3.75, 3.75], "total_charge": 4}